[1]
{
  "formula": "C22H13BrCl2N6O8V",
  "method": "ωB97M-V with the def2-TZVPD basis set",
  "elements": ["V", "Cl", "C", "C", "C", "Cl", "C", "C", "C", "C", "N", "C", "C", "O", "H", "H", "H", "H", "C", "C", "C", "C", "C", "Br", "N", "C", "H", "H", "H", "H", "H", "H", "N", "C", "H", "O", "N", "O", "C", "C", "C", "C", "O", "C", "C", "N", "O", "O", "N", "O", "O", "H", "H"],
  "xyz": [[0.604, 0.167, -0.243], [1.410, 0.626, -5.063], [0.813, -0.739, -4.199], [0.502, -1.926, -4.890], [0.016, -3.020, -4.236], [-0.331, -4.474, -5.123], [-0.216, -2.975, -2.845], [-0.741, -4.025, -2.059], [-0.952, -3.834, -0.723], [-0.658, -2.594, -0.142], [-0.162, -1.593, -0.841], [0.088, -1.774, -2.182], [0.653, -0.644, -2.834], [0.941, 0.410, -2.098], [0.654, -1.966, -5.960], [-0.968, -4.974, -2.527], [-1.344, -4.624, -0.099], [-0.831, -2.419, 0.914], [-3.475, 1.131, -3.667], [-2.891, 1.602, -2.360], [-3.276, 2.781, -1.744], [-2.710, 3.124, -0.533], [-1.747, 2.297, 0.018], [-1.164, 2.754, 1.752], [-1.285, 1.196, -0.585], [-1.904, 0.866, -1.737], [-4.410, 1.646, -3.886], [-3.670, 0.059, -3.646], [-2.783, 1.323, -4.490], [-4.028, 3.419, -2.198], [-3.007, 4.013, 0.002], [-1.591, -0.046, -2.210], [2.231, -2.423, 2.250], [1.824, -1.508, 1.489], [2.985, -2.942, 1.812], [3.354, 4.343, 4.465], [2.938, 3.388, 5.090], [2.875, 3.325, 6.302], [2.326, 2.287, 4.313], [1.824, 1.209, 5.001], [1.233, 0.185, 4.278], [1.176, 0.241, 2.905], [0.676, -0.732, 2.082], [1.670, 1.374, 2.247], [2.260, 2.411, 2.932], [1.360, 1.299, 0.918], [2.120, -1.062, 0.328], [1.621, 2.009, -0.159], [0.648, -0.942, 5.028], [1.130, -1.187, 6.116], [-0.317, -1.493, 4.544], [1.890, 1.152, 6.076], [2.637, 3.282, 2.420]],
  "lowdin_spin": [0.82, 0.00, 0.00, 0.00, 0.00, 0.00, 0.00, 0.00, 0.00, 0.00, 0.00, 0.01, 0.00, 0.00, 0.00, 0.00, 0.00, 0.00, 0.00, 0.00, 0.01, 0.00, 0.01, 0.00, 0.00, 0.00, 0.00, 0.00, 0.00, 0.00, 0.00, 0.00, 0.00, 0.00, 0.00, 0.00, 0.00, 0.00, 0.00, 0.02, 0.00, 0.01, 0.00, 0.00, 0.02, 0.05, 0.01, 0.04, 0.00, 0.00, 0.00, 0.00, 0.00],
  "total_charge": 0,
  "energy_ha": -6214.8525,
  "molar_mass_g_mol": 691.134,
  "spin_multiplicity": 2,
  "e_homo_ev": [-7.70, -7.53],
  "de_lowest_ev": 0.109
}

=====

[2]
{
  "formula": "C11H14BF3N6NiO3S",
  "method": "ωB97M-V with the def2-TZVPD basis set",
  "elements": ["H", "N", "B", "N", "C", "Ni", "H", "C", "H", "C", "H", "C", "H", "H", "H", "N", "N", "N", "N", "C", "C", "H", "H", "C", "C", "C", "C", "H", "H", "H", "H", "H", "F", "C", "F", "F", "S", "O", "O", "O"],
  "xyz": [[-0.038, 0.648, 3.563], [-0.802, 0.333, 1.611], [-2.089, 0.179, -0.531], [-1.977, 0.507, 0.976], [-2.831, 1.072, 1.854], [0.926, -1.204, -1.484], [-3.829, 1.341, 1.544], [-2.177, 1.217, 3.078], [-2.573, 1.642, 3.978], [-0.885, 0.723, 2.897], [-3.180, 0.425, -0.940], [1.675, -1.989, -2.979], [2.736, -2.145, -2.723], [1.581, -1.322, -3.850], [1.213, -2.967, -3.195], [-1.725, -1.320, -0.780], [-0.983, 0.987, -1.253], [-0.409, -1.825, -0.800], [0.336, 0.555, -1.329], [-2.558, -2.305, -1.157], [-1.070, 2.227, -1.771], [-3.604, -2.095, -1.302], [-2.036, 2.699, -1.871], [-1.843, -3.496, -1.295], [0.209, 2.655, -2.113], [-0.536, -3.196, -0.943], [1.072, 1.604, -1.785], [-2.238, -4.444, -1.622], [0.483, 3.607, -2.525], [0.310, -3.862, -0.849], [2.146, 1.542, -1.803], [0.093, -0.014, 1.232], [4.325, 2.329, 2.766], [3.400, 1.371, 3.012], [3.958, 0.416, 3.793], [2.375, 1.945, 3.706], [2.743, 0.642, 1.427], [2.237, 1.812, 0.716], [3.888, -0.031, 0.841], [1.675, -0.265, 1.906]],
  "lowdin_spin": [0.00, 0.00, 0.00, 0.00, 0.00, 1.46, 0.00, 0.00, 0.00, 0.00, 0.00, 0.18, 0.03, 0.02, 0.02, 0.01, 0.00, 0.06, 0.07, 0.04, 0.01, 0.00, 0.00, 0.01, 0.00, 0.05, 0.02, 0.00, 0.00, 0.00, 0.00, 0.00, 0.00, 0.00, 0.00, 0.00, 0.00, 0.00, 0.00, 0.00],
  "total_charge": 0,
  "energy_ha": -3212.7463,
  "molar_mass_g_mol": 436.838,
  "spin_multiplicity": 3,
  "e_homo_ev": [-8.65, -9.46],
  "de_lowest_ev": 3.238
}